# 1
127
Properties=species:S:1:pos:R:3:lowdin_charge:R:1 method="wB97M-V/def2-TZVPD" e_above_lowest_kj_mol=116.1 spin_multiplicity=1 charge=-2
C 3.334 1.274 3.631 -0.13
C 1.130 -3.986 4.467 -0.30
H 1.619 5.738 -0.631 0.08
C -0.306 -0.883 -2.117 -0.38
C 0.760 -2.193 6.047 -0.32
H -2.960 4.819 -0.496 0.09
C -2.741 -2.302 -2.605 -0.19
H -5.951 -3.524 -2.064 0.08
H 3.490 4.215 1.127 0.09
H -0.202 -0.300 5.721 0.04
H -6.864 2.220 0.607 0.08
H 0.987 -2.177 -6.427 0.08
H 6.205 -1.466 0.432 0.07
H 1.246 1.749 3.833 0.08
C 0.977 -5.488 7.982 -0.08
C -4.723 -2.367 -4.145 -0.06
H -4.918 4.433 -1.640 0.07
C -3.735 -4.501 -3.293 -0.06
H -5.272 -1.994 -1.479 0.08
H -4.931 -1.316 -3.924 0.09
C 0.775 -3.130 7.082 -0.05
H 5.510 2.858 1.561 0.10
H -5.513 1.642 1.601 0.09
H 2.216 -1.536 -3.033 0.07
H 0.628 -2.783 8.104 0.10
C 4.006 1.495 -1.809 -0.40
Y 1.798 0.039 0.134 1.48
H 3.279 -4.480 0.716 0.07
C 0.969 -4.485 6.851 -0.31
H 0.718 -5.431 2.924 0.07
H 1.669 -3.128 -3.578 0.09
C -1.584 1.386 0.362 -0.37
H 0.001 -3.311 -5.490 0.08
C 6.048 0.621 -1.499 -0.11
H 1.283 -5.945 5.315 0.11
C 5.267 1.445 -2.363 -0.11
H -0.940 4.318 -2.897 0.09
C -0.640 2.385 0.049 -0.37
H -0.070 0.429 -5.301 0.08
H -5.669 -2.869 -4.383 0.07
H -3.257 -5.002 -2.447 0.09
O 0.780 -0.189 -1.870 -0.25
C -5.276 4.333 1.082 -0.06
C -2.478 -1.737 -1.362 -0.06
H 1.042 -3.789 2.325 0.02
C 3.454 3.405 1.847 -0.10
H 2.628 -2.092 -4.666 0.08
C 5.220 0.216 -0.474 -0.39
C 1.850 -2.095 -3.893 -0.04
H 4.801 -0.917 1.327 0.04
O 1.002 -2.566 -0.289 -0.06
C 0.555 -1.471 -4.446 -0.53
H 0.146 -6.195 7.899 0.07
H 1.113 0.582 -3.987 0.06
C -0.007 4.427 -2.334 -0.03
H 2.370 -4.802 2.905 0.08
H 1.639 0.027 -5.592 0.08
C 2.184 2.019 3.365 -0.13
H -4.658 -5.040 -3.544 0.07
C 4.591 2.652 2.100 -0.10
H 1.364 3.669 2.269 0.08
O 0.643 2.133 0.077 -0.25
H -1.868 6.183 -1.582 0.07
H 3.590 -4.036 -0.967 0.08
H 3.270 0.421 4.292 0.07
C 2.187 -2.782 0.019 -0.72
H -3.057 -4.568 -4.148 0.07
H -4.950 4.090 2.098 0.09
H -3.589 0.766 0.671 0.09
C -4.040 -3.038 -2.942 -0.56
H 2.911 3.347 -1.968 0.07
H -5.672 1.105 -0.079 0.08
H 2.788 2.293 -3.385 0.07
H 6.299 0.017 1.379 0.05
C -1.036 6.151 -0.871 -0.09
H -0.732 -1.843 -6.175 0.08
H 5.580 1.946 -3.270 0.07
H -4.752 5.240 0.771 0.07
C 4.534 1.596 3.006 -0.11
H 0.804 5.375 0.905 0.09
C 0.953 -2.606 4.709 -0.56
C 0.827 -0.013 -4.854 -0.04
H 0.606 5.203 -2.812 0.08
H -4.086 -2.401 -5.033 0.07
H -1.905 -2.650 -4.532 0.09
H 1.901 -6.075 7.991 0.07
H 1.899 1.920 -1.914 0.01
C -0.315 4.798 -0.872 -0.52
C -2.563 3.846 -0.228 0.00
H 2.056 -4.849 -0.540 0.08
C -5.024 -3.018 -1.772 -0.08
H -1.419 6.401 0.124 0.09
C 0.542 -0.742 6.387 -0.12
H 1.458 -0.160 6.241 0.07
H 0.219 -0.637 7.428 0.06
Se 0.963 -1.313 3.308 0.62
H -3.174 -1.834 -0.537 0.09
C 0.169 -2.250 -5.704 -0.09
C -1.184 3.670 -0.290 -0.08
H -6.517 3.737 -1.307 0.08
H -4.617 -3.533 -0.897 0.09
C -5.437 3.539 -1.284 -0.06
H 0.891 -4.986 8.949 0.06
C 2.255 3.094 2.485 -0.11
Se -0.924 -0.398 0.639 1.08
C 2.841 2.304 -2.293 -0.07
H -6.352 4.551 1.104 0.07
C 1.002 4.999 -0.107 -0.07
N 3.947 0.723 -0.663 -0.04
C -3.481 2.855 0.126 -0.19
C -4.981 3.162 0.134 -0.56
C -0.536 -1.515 -3.367 -0.08
C -5.801 1.958 0.594 -0.08
C -1.296 -1.048 -1.136 -0.38
H 1.550 4.065 -0.028 0.04
O 2.942 -1.871 0.502 -0.20
H -5.217 2.725 -1.981 0.09
C -2.953 1.604 0.411 -0.07
H 5.416 0.996 3.195 0.09
C 1.323 -4.531 3.072 -0.08
C 1.139 -4.886 5.532 -0.05
C -1.737 -2.184 -3.568 0.01
C 2.809 -4.137 -0.207 0.00
H 0.530 3.480 -2.386 0.06
H -0.323 6.928 -1.167 0.08
C 5.643 -0.578 0.734 -0.07
H 7.094 0.357 -1.606 0.07



# 2
149
Properties=species:S:1:pos:R:3:lowdin_charge:R:1 method="wB97M-V/def2-TZVPD" spin_multiplicity=1 charge=0 smiles="CCOCCOc1c(CCC(F)=C(F)F)c(/C(I)=C(/C)I)c2c(c1N(C(C)=O)C(C)=O)C(=O)c1c(N=C=S)c(O)c(CCC(=O)O)c(S)c1C2=O.COCCOCCOC.COCCOCCOC.COCCOCCOC"
O 5.211 -5.375 0.522 -0.19
C -3.508 4.838 -0.376 -0.18
H -4.037 2.538 -9.678 0.12
O 3.152 -2.769 6.593 -0.13
H 4.783 -9.334 1.028 0.13
O 1.435 5.395 -4.426 0.10
H -4.728 2.527 -6.488 0.10
H 7.667 -8.597 -1.756 0.09
C 6.351 -5.557 1.337 -0.19
O -2.275 -4.242 3.210 0.11
H -6.611 1.962 -7.557 0.08
H 3.168 -4.129 4.998 0.11
C 1.741 -2.779 6.666 -0.16
H -2.302 -1.257 -7.115 0.08
C -6.313 7.167 -2.379 -0.11
C 0.644 5.302 4.397 -0.19
C -0.363 0.463 -0.080 -0.01
I -2.231 3.879 5.015 0.98
H 4.350 -8.742 -1.275 0.13
C -1.093 -0.443 0.885 -0.24
H -4.515 0.999 -4.672 0.13
H -3.584 3.154 -5.349 0.11
O -1.830 -1.311 0.492 0.15
H 1.136 -3.051 4.610 0.11
H -2.715 -1.825 -5.495 0.09
C -0.837 -0.130 2.329 -0.01
H -7.334 7.237 -2.765 0.09
H -1.491 -3.743 0.648 0.09
O -2.764 2.628 -7.100 -0.11
H -4.063 2.545 -2.535 0.07
H -5.845 3.031 -8.745 0.09
H -5.725 8.014 -2.741 0.09
H 0.238 -4.079 0.205 0.06
H 1.462 4.253 -2.413 0.07
H -0.567 -4.987 1.447 0.10
H -3.182 -1.184 2.602 0.07
C -0.412 3.057 4.280 -0.74
H 7.830 -6.920 1.960 0.13
H -4.769 6.944 -4.257 0.12
H 6.121 -5.357 2.389 0.11
C -2.645 1.769 -8.220 -0.18
F -0.421 1.163 9.817 0.06
O 6.289 -8.084 1.441 -0.11
H 2.852 3.239 -2.220 0.14
H -1.154 -0.502 7.265 0.11
C -0.370 -0.711 4.602 -0.15
H -2.756 1.048 -4.674 0.12
C 0.411 2.704 -0.564 -0.44
H -1.653 -0.404 -5.705 0.09
C 5.158 -3.771 5.693 -0.06
F 1.276 -1.141 10.007 0.14
H 1.192 5.933 -5.191 0.13
I 2.427 2.937 3.401 0.95
C 5.157 -8.380 0.643 -0.18
O -0.158 -1.694 5.538 -0.04
C 0.090 1.102 6.352 -0.09
H 1.803 -1.465 4.934 0.15
F 2.395 -0.079 8.446 0.16
H -3.996 5.056 0.582 0.13
C 1.796 2.986 -4.104 -0.07
H -2.251 0.800 -7.911 0.10
C 0.939 0.901 -2.035 -0.19
O -5.024 1.120 -8.528 -0.18
H -1.565 1.136 7.721 0.12
H -2.566 4.362 -0.113 0.07
H 7.043 -7.815 -3.236 0.09
H 7.086 -4.806 1.022 0.13
H -0.098 5.737 3.720 0.07
C -3.636 1.044 -5.327 -0.19
H -3.329 4.445 -3.245 0.09
C 1.213 -1.965 -1.208 -0.73
O -1.632 3.196 1.751 0.06
C -3.383 5.523 -3.406 -0.19
C -0.759 1.211 2.673 -0.05
H 1.146 0.854 6.506 0.12
H 1.401 -3.816 6.775 0.13
C -3.753 2.750 -1.506 -0.10
C 1.176 -2.257 5.350 -0.10
O 1.563 0.373 -3.151 0.05
H 3.213 -5.763 0.710 0.09
H -2.768 5.701 -4.294 0.13
C 1.815 3.238 -2.577 -0.13
H -3.555 0.866 -9.899 0.13
H 5.325 -3.447 4.665 0.06
H -6.863 1.664 -9.280 0.09
C 0.078 0.439 8.774 -0.19
H 7.567 -6.988 0.249 0.10
C -0.728 0.464 7.514 -0.08
H 5.572 -3.031 6.378 0.08
C 7.042 -6.909 1.202 -0.18
C -6.132 1.997 -8.538 -0.11
O -4.356 3.955 -1.088 -0.17
H -2.555 6.724 -0.429 0.13
H 2.487 0.199 -2.939 0.12
H 7.804 -6.844 -1.972 0.08
C -0.263 0.632 4.958 -0.07
H -4.108 1.925 -0.879 0.09
S 0.493 4.394 -0.034 0.86
C -0.960 2.212 1.569 -0.29
H 0.019 2.180 6.454 0.10
C 3.990 -5.177 1.209 -0.12
H -2.660 2.791 -1.479 0.08
C 7.166 -7.711 -2.154 -0.11
H 2.651 2.369 -4.358 0.12
H 1.739 4.854 -0.247 -0.10
H 3.700 -4.126 1.154 0.03
O 1.220 -2.802 2.089 0.07
H 0.907 2.463 -4.451 0.13
H 4.039 -5.493 2.255 0.09
O 5.910 -7.481 -1.547 -0.19
C 5.349 -8.576 -0.854 -0.19
C -4.797 5.958 -3.782 -0.19
H 4.357 -7.666 0.845 0.10
H -4.160 -2.668 2.498 0.10
C -0.480 1.609 3.980 -0.25
C -3.724 2.362 -6.093 -0.17
H 0.330 5.528 5.414 0.06
C -3.273 6.181 -1.052 -0.17
C -3.351 -2.170 3.020 0.03
H -1.854 2.211 -8.832 0.13
O -3.682 -0.117 -6.129 -0.18
S 2.591 -2.589 -0.834 0.87
C 1.043 2.252 -1.738 -0.13
H -6.363 7.226 -1.289 0.08
H 5.676 -4.721 5.807 0.07
N 0.218 -1.387 -1.613 0.15
C -3.847 1.603 -9.140 -0.19
C 2.000 4.259 -4.893 -0.51
H 1.366 -2.225 7.521 0.10
N -0.787 -2.541 3.098 0.10
C -0.495 -3.992 0.999 0.01
H 1.590 5.783 4.160 0.06
O -2.713 6.190 -2.355 -0.11
H 3.514 -4.821 6.568 0.12
H -4.178 6.790 -1.024 0.10
C 3.657 -3.919 5.957 -0.28
C -0.673 -1.120 3.294 -0.07
H -3.686 -2.022 4.052 0.10
O 2.662 4.255 -5.898 0.11
C 0.042 -3.075 2.065 -0.43
C 0.249 0.002 -1.232 -0.13
H -5.142 5.246 -4.542 0.12
C 1.226 -0.244 9.025 -0.31
C -0.292 1.818 0.261 -0.10
C -2.526 -0.932 -6.097 -0.10
C 0.658 3.823 4.116 -0.78
O -5.746 5.923 -2.737 -0.19
H 5.917 -9.494 -1.041 0.12
C -2.132 -3.052 3.095 -0.42



Results for electronic energy: -7181.380878 -5140.754816 (in hartree, following the order of the records).